A cluster of 3 separate species, C24H55O4P in total, computed with ωB97M-V/def2-TZVPD.

Each line ends with the Löwdin charge.
Cartesian coordinates (Å):
C1 -2.146 -7.863 -3.622  -0.111
C2 -1.735 -6.752 -2.640  -0.254
C3 -1.792 -7.160 -1.158  -0.227
C4 -2.430 -6.118 -0.240  -0.223
C5 -2.835 -6.696 1.123  -0.214
C6 -2.704 -5.736 2.311  -0.209
C7 -3.261 -4.321 2.065  -0.219
C8 -2.182 -3.246 1.941  -0.223
C9 -2.734 -1.871 1.543  -0.203
C10 -1.766 -0.995 0.735  -0.211
C11 -1.047 0.062 1.571  -0.217
C12 -0.183 1.023 0.742  -0.218
C13 -0.342 2.484 1.158  -0.224
C14 -1.656 3.104 0.664  -0.211
C15 -1.445 3.910 -0.617  -0.303
C16 -2.746 4.299 -1.345  -0.497
P1 -2.763 3.528 -3.040  0.787
H1 -3.150 -7.701 -4.018  0.066
H2 -1.469 -7.924 -4.475  0.063
H3 -2.143 -8.843 -3.139  0.063
H4 -2.380 -5.881 -2.786  0.096
H5 -0.728 -6.409 -2.888  0.099
H6 -0.780 -7.367 -0.794  0.113
H7 -2.341 -8.102 -1.051  0.103
H8 -3.300 -5.691 -0.748  0.109
H9 -1.736 -5.284 -0.090  0.104
H10 -3.868 -7.057 1.069  0.113
H11 -2.222 -7.582 1.321  0.106
H12 -1.649 -5.662 2.597  0.109
H13 -3.212 -6.183 3.169  0.102
H14 -3.938 -4.043 2.879  0.111
H15 -3.870 -4.313 1.155  0.104
H16 -1.658 -3.178 2.901  0.116
H17 -1.428 -3.565 1.215  0.094
H18 -3.662 -2.011 0.980  0.106
H19 -3.021 -1.332 2.452  0.110
H20 -1.013 -1.635 0.260  0.111
H21 -2.294 -0.496 -0.084  0.108
H22 -1.797 0.628 2.137  0.111
H23 -0.424 -0.439 2.320  0.111
H24 0.871 0.732 0.804  0.101
H25 -0.462 0.925 -0.315  0.106
H26 0.493 3.067 0.749  0.090
H27 -0.259 2.561 2.247  0.103
H28 -2.112 3.733 1.433  0.115
H29 -2.378 2.305 0.455  0.110
H30 -0.874 4.812 -0.377  0.109
H31 -0.802 3.327 -1.285  0.063
H32 -3.606 3.905 -0.797  0.058
H33 -2.868 5.380 -1.391  0.062
H34 -1.554 4.111 -3.486  -0.123
H35 -3.551 4.494 -3.716  -0.126
C17 5.147 3.057 4.590  -0.111
O1 4.465 3.648 3.502  -0.187
C18 4.626 2.952 2.279  -0.203
C19 3.443 2.060 1.967  -0.210
O2 3.289 1.016 2.911  -0.185
C20 2.292 1.271 3.882  -0.100
H36 4.804 3.556 5.495  0.089
H37 4.936 1.987 4.667  0.083
H38 6.230 3.198 4.498  0.088
H39 5.544 2.354 2.297  0.127
H40 4.723 3.696 1.483  0.126
H41 3.599 1.603 0.984  0.125
H42 2.530 2.664 1.916  0.110
H43 1.292 1.129 3.458  0.068
H44 2.368 2.287 4.279  0.089
H45 2.433 0.560 4.694  0.092
C21 4.101 4.119 -4.532  -0.111
O3 3.862 4.844 -3.341  -0.189
C22 2.638 5.556 -3.341  -0.204
C23 1.549 4.823 -2.586  -0.216
O4 1.203 3.594 -3.199  -0.212
C24 1.811 2.466 -2.597  -0.097
H46 4.958 3.473 -4.348  0.090
H47 3.241 3.507 -4.813  0.083
H48 4.340 4.794 -5.361  0.089
H49 2.307 5.750 -4.367  0.128
H50 2.813 6.519 -2.854  0.126
H51 0.651 5.449 -2.565  0.118
H52 1.867 4.657 -1.550  0.126
H53 1.354 2.242 -1.628  0.067
H54 2.884 2.615 -2.456  0.085
H55 1.649 1.619 -3.262  0.095

As for the SMILES: CCCCCCCCCCCCCCCCP.COCCOC.COCCOC. The calculation puts the frontier orbital gap at 9.98 eV.



A cluster of 7 separate species, C24H56FN4O18S6 in total at a distorted geometry, computed with ωB97M-V/def2-TZVPD.

Each line ends with the Löwdin charge.
Cartesian coordinates (Å):
N1 2.435 -1.866 1.815  0.257
C1 2.774 -0.760 1.160  -0.330
N2 4.144 -0.413 1.193  0.102
F1 4.198 0.485 2.255  -0.024
N3 1.906 -0.027 0.465  0.254
C2 0.554 -0.294 1.069  -0.320
C3 0.171 0.510 2.097  -0.004
C4 -1.048 0.269 2.715  -0.007
C5 -1.766 -0.792 2.226  -0.033
C6 -1.261 -1.486 1.163  -0.132
N4 -0.111 -1.298 0.522  0.158
H1 2.934 -2.706 1.568  0.134
H2 1.780 -1.905 2.582  0.144
H3 4.435 0.037 0.322  0.114
H4 2.142 0.963 0.604  0.118
H5 0.803 1.323 2.423  0.123
H6 -1.375 0.877 3.539  0.125
H7 -2.707 -1.078 2.658  0.126
H8 -1.870 -2.294 0.782  0.118
O1 0.064 -4.284 2.327  -0.301
S1 -0.019 -5.356 1.370  0.553
O2 -1.247 -5.653 0.711  -0.260
O3 0.571 -6.668 2.022  -0.256
C7 0.031 -7.107 3.294  -0.237
C8 -1.312 -7.790 3.143  -0.066
C9 1.235 -5.137 0.153  -0.122
H9 -0.024 -6.263 3.984  0.114
H10 0.762 -7.806 3.693  0.125
H11 -2.081 -7.087 2.824  0.072
H12 -1.621 -8.222 4.094  0.086
H13 -1.260 -8.579 2.394  0.089
H14 2.183 -4.948 0.651  0.065
H15 0.942 -4.283 -0.456  0.057
H16 1.291 -6.033 -0.458  0.086
O4 -3.536 -0.599 -1.759  -0.268
S2 -2.893 0.655 -1.515  0.563
O5 -2.779 1.169 -0.183  -0.275
O6 -3.528 1.759 -2.454  -0.255
C10 -4.964 1.929 -2.433  -0.239
C11 -5.435 2.697 -1.214  -0.069
C12 -1.295 0.630 -2.255  -0.110
H17 -5.453 0.956 -2.506  0.117
H18 -5.205 2.482 -3.338  0.124
H19 -5.282 2.123 -0.301  0.070
H20 -6.498 2.920 -1.301  0.085
H21 -4.883 3.631 -1.112  0.086
H22 -1.389 0.278 -3.279  0.080
H23 -0.682 -0.055 -1.673  0.040
H24 -0.878 1.633 -2.221  0.077
O7 -2.801 -6.036 -4.292  -0.280
S3 -4.002 -5.291 -4.520  0.566
O8 -3.938 -3.924 -4.933  -0.276
O9 -4.921 -5.402 -3.227  -0.260
C13 -4.329 -5.059 -1.958  -0.245
C14 -4.217 -3.559 -1.765  -0.086
C15 -5.052 -6.179 -5.617  -0.120
H25 -3.357 -5.547 -1.859  0.109
H26 -4.984 -5.486 -1.201  0.123
H27 -3.502 -3.125 -2.460  0.059
H28 -3.885 -3.333 -0.752  0.070
H29 -5.175 -3.072 -1.940  0.088
H30 -5.131 -7.206 -5.274  0.076
H31 -4.595 -6.141 -6.603  0.078
H32 -6.025 -5.696 -5.636  0.077
O10 1.657 3.288 0.508  -0.286
S4 2.926 3.940 0.695  0.572
O11 3.251 4.583 1.927  -0.253
O12 3.176 4.944 -0.491  -0.248
C16 2.156 5.942 -0.771  -0.227
C17 2.188 7.092 0.214  -0.058
C18 4.193 2.795 0.297  -0.119
H33 1.174 5.468 -0.799  0.115
H34 2.373 6.300 -1.775  0.124
H35 1.888 6.773 1.212  0.054
H36 1.504 7.877 -0.108  0.090
H37 3.194 7.506 0.289  0.091
H38 3.955 2.341 -0.665  0.080
H39 4.161 2.058 1.100  0.035
H40 5.158 3.293 0.260  0.094
O13 2.041 7.818 4.942  -0.265
S5 1.178 6.706 4.699  0.566
O14 0.462 6.579 3.466  -0.282
O15 0.153 6.577 5.907  -0.264
C19 -0.620 7.743 6.263  -0.248
C20 -1.773 7.983 5.310  -0.073
C21 2.062 5.212 4.998  -0.119
H41 0.032 8.615 6.328  0.116
H42 -0.999 7.546 7.264  0.122
H43 -1.416 8.266 4.321  0.071
H44 -2.409 8.785 5.685  0.083
H45 -2.372 7.079 5.196  0.084
H46 2.568 5.290 5.956  0.077
H47 2.787 5.090 4.196  0.045
H48 1.360 4.383 4.993  0.073
O16 4.063 -0.583 -2.220  -0.311
S6 3.831 -1.704 -3.094  0.562
O17 4.871 -2.629 -3.396  -0.250
O18 3.170 -1.194 -4.433  -0.254
C22 3.841 -0.146 -5.178  -0.237
C23 5.024 -0.669 -5.967  -0.066
C24 2.438 -2.599 -2.492  -0.121
H49 4.134 0.659 -4.503  0.112
H50 3.090 0.255 -5.854  0.125
H51 5.826 -0.999 -5.307  0.074
H52 5.416 0.114 -6.614  0.087
H53 4.730 -1.523 -6.577  0.090
H54 1.624 -1.904 -2.295  0.064
H55 2.747 -3.093 -1.573  0.054
H56 2.149 -3.337 -3.235  0.087

The charge is +1. The calculation puts the frontier orbital gap at 7.54 eV.



no.,LUMO level (eV),E_HOMO (eV),M (Da)
1,0.78,-9.20,438.7
2,-4.62,-12.16,900.1